The following is a DFT calculation (the ωB97M-V functional and the def2-TZVPD basis) of a molecular structure, C15H18N5RhS at a distorted geometry.

Results
Spin multiplicity: 1
Charge: +2
DFT total energy in eV: -37126.763
Relative energy (zero: lowest compared OMol25 entry of this formula, charge and spin) in kcal per mole: 5.39

```
40
Properties=species:S:1:pos:R:3:lowdin_charge:R:1
Rh 0.232 -0.285 0.403 1.0494
C -1.814 3.381 -0.350 -0.0015
C -0.804 4.167 -0.877 0.0080
C 0.485 3.659 -0.958 0.0384
C 0.726 2.370 -0.523 -0.1752
N -0.276 1.598 -0.054 -0.0414
C -1.512 2.094 0.054 -0.0688
C 2.055 1.756 -0.398 -0.1768
C 3.244 2.345 -0.785 0.0375
C 4.440 1.718 -0.467 0.0080
C 4.418 0.528 0.240 -0.0032
C 3.195 -0.024 0.571 -0.0700
N 2.044 0.565 0.235 -0.0418
H -2.823 3.751 -0.250 0.1298
H -1.010 5.177 -1.205 0.1347
H 1.291 4.270 -1.334 0.1274
H -2.263 1.428 0.455 0.1226
H 3.242 3.287 -1.313 0.1277
H 5.381 2.166 -0.757 0.1347
H 5.330 0.027 0.530 0.1293
H 3.116 -0.961 1.105 0.1232
C 0.107 0.094 2.369 -0.1155
H 0.601 -0.736 2.873 0.0282
H -0.953 0.119 2.617 0.0269
H 0.584 1.038 2.620 0.0287
C -3.943 -2.019 -1.653 -0.0692
C -3.628 -2.232 -0.167 -0.2168
C -2.203 -2.623 0.038 -0.5514
N -1.206 -1.813 0.117 -0.0966
N 0.029 -2.406 0.271 -0.0898
C -0.041 -3.713 0.321 -0.6359
N 0.994 -4.533 0.491 0.1498
S -1.676 -4.275 0.122 1.2058
H -5.003 -1.807 -1.776 0.0895
H -3.709 -2.908 -2.239 0.0853
H -3.374 -1.182 -2.056 0.0783
H -4.273 -3.005 0.251 0.1198
H -3.809 -1.321 0.404 0.1191
H 1.926 -4.164 0.577 0.1264
H 0.881 -5.532 0.498 0.1254
```


The following is a DFT calculation (the ωB97M-V functional and the def2-TZVPD basis) of a molecular structure, C23H38Cl2N7O6P2V at a distorted geometry.

Results
Spin multiplicity: 3
Charge: +2
DFT total energy in eV: -116483.515
Relative energy (zero: lowest compared OMol25 entry of this formula, charge and spin) in kcal per mole: 174.17

```
79
Properties=species:S:1:pos:R:3:mulliken_spin:R:1
V 0.436 0.919 0.155 1.9283
C -3.859 -0.618 -2.158 0.0007
N -3.227 -1.450 -1.143 -0.0001
C -3.984 -2.639 -0.789 0.0001
P -2.233 -0.683 -0.086 0.0180
O -1.223 0.121 -0.809 0.0387
O -1.421 -1.927 0.660 0.0099
P 0.180 -2.178 0.474 -0.0029
O 0.857 -0.850 0.389 -0.1318
N 0.441 -3.130 -0.838 -0.0018
C 1.115 -2.536 -1.981 0.0064
C -0.539 -4.145 -1.200 -0.0004
N 0.699 -2.964 1.828 -0.0011
C 0.552 -4.405 1.959 0.0004
C 0.530 -2.261 3.091 0.0051
N -3.008 0.088 1.160 -0.0074
C -2.264 0.654 2.274 0.0260
C -4.360 -0.300 1.540 0.0026
H -4.864 -0.309 -1.863 0.0001
H -3.928 -1.192 -3.082 -0.0001
H -3.246 0.265 -2.321 -0.0010
H -5.026 -2.414 -0.549 0.0000
H -3.517 -3.132 0.059 0.0001
H -3.977 -3.325 -1.638 0.0002
H 1.835 -1.797 -1.633 -0.0002
H 0.404 -2.056 -2.661 -0.0002
H 1.647 -3.320 -2.517 0.0002
H -1.137 -4.419 -0.335 -0.0002
H -0.018 -5.032 -1.560 0.0000
H -1.207 -3.786 -1.987 0.0000
H 0.828 -4.881 1.022 0.0000
H -0.467 -4.687 2.242 0.0000
H 1.234 -4.752 2.737 -0.0001
H 0.619 -1.187 2.918 0.0072
H 1.317 -2.582 3.775 0.0003
H -0.438 -2.487 3.547 0.0004
H -1.225 0.864 1.978 0.0104
H -2.264 -0.028 3.132 0.0045
H -2.757 1.585 2.563 0.0026
H -4.953 -0.500 0.655 -0.0011
H -4.814 0.537 2.068 -0.0019
H -4.379 -1.174 2.197 0.0011
O 1.943 3.877 0.637 0.0019
C 2.567 3.808 -0.642 0.0165
C 1.501 3.553 -1.682 0.0109
C 0.926 4.629 -2.351 -0.0006
C -0.039 4.393 -3.316 0.0031
C -0.395 3.085 -3.590 0.0052
C 0.193 2.070 -2.849 0.0212
N 1.112 2.300 -1.918 0.0373
H 2.560 4.315 1.239 0.0004
H 3.314 3.004 -0.656 -0.0020
H 3.063 4.757 -0.875 0.0000
H 1.221 5.636 -2.101 -0.0001
H -0.511 5.216 -3.833 -0.0001
H -1.136 2.859 -4.340 -0.0001
H -0.092 1.037 -3.013 -0.0129
N 3.474 0.414 2.676 -0.0025
C 2.402 1.144 2.316 0.0303
N 2.215 1.152 1.013 0.0496
C 3.242 0.407 0.474 0.0559
C 3.558 0.126 -0.856 0.0033
C 4.614 -0.735 -1.078 0.0025
C 5.334 -1.312 -0.025 0.0029
C 5.074 -0.994 1.293 -0.0013
C 4.029 -0.107 1.526 -0.0011
H 3.832 0.297 3.613 -0.0004
H 1.790 1.692 3.016 -0.0056
H 3.000 0.581 -1.668 -0.0037
H 4.896 -0.972 -2.095 -0.0002
H 6.118 -2.014 -0.261 0.0001
H 5.644 -1.418 2.104 0.0002
Cl -3.038 4.937 0.637 0.0697
C -1.611 4.175 0.836 -0.3273
Cl -4.672 3.659 1.544 0.3876
C -1.288 3.088 -0.040 -0.0039
O -1.904 2.771 -1.047 -0.1037
O -0.258 2.341 0.303 -0.1443
H -1.036 4.343 1.733 -0.0020
```


The following is a DFT calculation (the ωB97M-V functional and the def2-TZVPD basis) of a molecular structure, H18O9Xe.

Results
Spin multiplicity: 1
Charge: 0
DFT total energy in eV: -27681.688
Relative energy (zero: lowest compared OMol25 entry of this formula, charge and spin) in kcal per mole: 27.04

```
28
Properties=species:S:1:pos:R:3:lowdin_charge:R:1
Xe 0.036 0.266 -0.481 0.2918
O -3.566 -1.309 -2.297 -0.0621
H -3.456 -2.188 -2.660 0.0246
H -3.283 -1.388 -1.386 -0.0380
O -2.839 -1.875 0.323 -0.0698
H -2.551 -2.765 0.120 0.0525
H -2.467 -1.693 1.186 0.0349
O -2.388 1.362 1.894 -0.0761
H -2.001 1.994 2.500 0.0576
H -2.159 0.508 2.260 0.0271
O -2.472 3.022 -0.516 -0.0686
H -3.404 3.226 -0.590 0.0583
H -2.421 2.392 0.203 -0.0264
O 3.276 -2.374 1.625 -0.0544
H 2.644 -2.416 0.908 -0.0256
H 2.895 -1.753 2.245 0.0182
O 3.318 -0.028 -2.494 -0.0753
H 3.282 0.924 -2.585 0.0321
H 4.068 -0.187 -1.921 0.0231
O 3.542 0.962 1.362 -0.0617
H 2.937 0.248 1.561 -0.0161
H 4.090 0.622 0.655 0.0245
O 1.506 -3.331 -0.327 -0.0561
H 1.217 -2.889 -1.125 0.0291
H 0.837 -3.997 -0.166 0.0496
O -0.185 4.600 -0.193 -0.0691
H -0.965 4.046 -0.229 -0.0372
H 0.507 4.020 0.126 0.0131
```


The following is a DFT calculation (the ωB97M-V functional and the def2-TZVPD basis) of C3H8N2O2 in the gas phase at a distorted geometry.

Results
SMILES string: [H]/N=C(/C)[N@H+]([O-])CO
Spin multiplicity: 1
Charge: 0
DFT total energy in eV: -10312.016
Relative energy (zero: lowest compared OMol25 entry of this formula, charge and spin) in kcal per mole: 113.83

```
15
Properties=species:S:1:pos:R:3:lowdin_charge:R:1
H -1.443 -1.212 -1.839 0.0676
N -1.687 -1.310 -0.841 0.1814
C -1.075 -0.451 -0.174 -0.4153
C -1.206 -0.211 1.288 -0.0239
N -0.134 0.467 -0.888 -0.2441
O -0.160 0.393 -2.174 -0.1839
C 1.517 0.088 -0.312 -0.1301
O 1.954 0.480 0.929 -0.0173
H -1.931 -0.910 1.697 0.0859
H -1.547 0.808 1.474 0.0869
H -0.249 -0.350 1.793 0.0724
H 0.138 1.342 -0.358 0.1662
H 2.094 0.477 -1.157 0.1238
H 1.449 -0.998 -0.341 0.1230
H 2.281 1.386 0.902 0.1074
```


The following is a DFT calculation (the ωB97M-V functional and the def2-TZVPD basis) of a molecular structure, C41H60BN8O2OsS6 at a distorted geometry.

Results
Spin multiplicity: 1
Charge: +3
DFT total energy in eV: -127644.647
Relative energy (zero: lowest compared OMol25 entry of this formula, charge and spin) in kcal per mole: 0.00

```
119
Properties=species:S:1:pos:R:3:lowdin_charge:R:1
Os 0.403 -0.408 -0.534 0.7153
C -4.158 -3.253 -2.331 -0.0247
C -4.398 -1.780 -2.646 -0.5319
C -3.564 -1.293 -3.829 -0.0329
C -5.875 -1.568 -2.959 -0.0378
N -4.040 -0.959 -1.427 0.0349
C -4.942 -0.184 -0.712 0.0058
C -4.270 0.420 0.283 0.0022
N -2.951 -0.004 0.207 0.0683
B -1.825 0.491 1.091 -0.6390
N -1.637 -0.189 2.423 0.0837
C -2.416 -0.045 3.564 -0.0065
C -1.795 -0.698 4.559 0.0052
N -0.638 -1.265 4.042 0.0309
C -0.564 -0.941 2.735 -0.5353
S 0.697 -1.439 1.652 0.7865
C 0.422 -1.916 4.907 -0.5262
C 0.836 -3.262 4.315 -0.0487
C -0.166 -2.163 6.293 -0.0341
C 1.596 -0.944 4.997 -0.0150
N -1.772 2.004 1.122 0.0672
C -2.301 2.921 2.017 -0.0260
C -2.077 4.143 1.505 -0.0218
N -1.391 3.994 0.307 0.0493
C -1.214 2.679 0.094 -0.5642
S -0.443 1.856 -1.227 0.8164
C -0.962 5.231 -0.461 -0.5226
C -2.224 6.044 -0.746 -0.0115
C -0.280 4.888 -1.776 -0.0628
C 0.010 5.993 0.436 -0.0094
C -2.834 -0.836 -0.845 -0.5671
S -1.371 -1.672 -1.255 0.6626
H -4.416 -3.847 -3.208 0.1043
H -4.789 -3.580 -1.504 0.1004
H -3.117 -3.458 -2.086 0.0404
H -3.887 -1.827 -4.723 0.1018
H -2.501 -1.479 -3.688 0.0352
H -3.723 -0.226 -3.995 0.1000
H -6.112 -2.150 -3.849 0.1055
H -6.105 -0.526 -3.181 0.0980
H -6.522 -1.926 -2.158 0.0976
H -5.979 -0.113 -0.977 0.1297
H -4.616 1.117 1.026 0.1338
H -0.707 0.202 0.533 -0.0457
H -3.357 0.476 3.563 0.1325
H -2.094 -0.828 5.580 0.1308
H -0.039 -3.882 4.111 0.0985
H 1.452 -3.779 5.050 0.1033
H 1.421 -3.153 3.404 0.0174
H -1.083 -2.752 6.250 0.1025
H -0.351 -1.237 6.838 0.0957
H 0.561 -2.730 6.871 0.1046
H 2.015 -0.729 4.013 0.0571
H 2.381 -1.381 5.614 0.1057
H 1.285 -0.005 5.458 0.0982
H -2.789 2.637 2.931 0.1306
H -2.341 5.109 1.894 0.1408
H -2.945 5.459 -1.318 0.1017
H -1.952 6.918 -1.335 0.1056
H -2.704 6.404 0.163 0.0863
H -0.930 4.321 -2.443 0.0794
H 0.653 4.348 -1.626 0.0544
H -0.046 5.831 -2.269 0.1070
H -0.452 6.308 1.372 0.0896
H 0.343 6.891 -0.082 0.1061
H 0.886 5.383 0.666 0.0872
O 2.441 0.329 -0.002 -0.7303
S 3.548 1.114 0.654 1.0614
C 4.085 2.338 -0.609 -0.2626
C 3.127 2.448 -1.798 -0.2346
C 3.494 1.486 -2.933 -0.2171
C 2.499 1.460 -4.096 -0.2483
S 1.006 0.433 -3.783 1.0648
O 1.305 0.039 -2.310 -0.8751
C 1.285 -0.992 -4.769 -0.4168
C 2.458 -1.739 -4.683 -0.0836
C 2.609 -2.830 -5.515 -0.0393
C 1.605 -3.159 -6.425 -0.0312
C 0.443 -2.408 -6.503 -0.0423
C 0.273 -1.314 -5.665 -0.0738
C 2.801 2.183 1.857 -0.3903
C 1.432 2.392 1.887 -0.0732
C 0.902 3.201 2.882 -0.0587
C 1.738 3.791 3.822 -0.0427
C 3.110 3.567 3.782 -0.0412
C 3.649 2.747 2.803 -0.0696
H 5.072 1.996 -0.924 0.0979
H 4.214 3.281 -0.078 0.1001
H 3.172 3.474 -2.171 0.1285
H 2.105 2.272 -1.464 0.0338
H 3.634 0.478 -2.539 0.1050
H 4.453 1.795 -3.358 0.1358
H 2.946 1.053 -5.001 0.1045
H 2.112 2.454 -4.324 0.1017
H 3.233 -1.472 -3.975 0.1119
H 3.511 -3.424 -5.470 0.1212
H 1.738 -4.008 -7.082 0.1230
H -0.327 -2.667 -7.217 0.1210
H -0.628 -0.714 -5.713 0.1105
H 0.803 1.918 1.141 0.0458
H -0.166 3.377 2.927 0.0832
H 1.320 4.424 4.593 0.1187
H 3.757 4.021 4.520 0.1225
H 4.714 2.545 2.782 0.1231
S 1.613 -2.413 -1.266 0.6830
C 1.730 -3.659 -0.032 -0.7760
N 2.871 -3.824 0.611 0.0554
C 3.159 -4.961 1.497 -0.1258
C 2.227 -6.112 1.156 -0.1332
C 0.793 -5.612 1.099 -0.1234
N 0.725 -4.487 0.161 0.0509
H 3.590 -3.144 0.415 0.1430
H 3.038 -4.646 2.535 0.1174
H 4.200 -5.243 1.348 0.1373
H 2.321 -6.895 1.906 0.1338
H 2.504 -6.541 0.192 0.1329
H 0.453 -5.280 2.082 0.1146
H 0.113 -6.385 0.747 0.1374
H -0.105 -4.326 -0.390 0.1219
```


The following is a DFT calculation (the ωB97M-V functional and the def2-TZVPD basis) of 2 unconnected molecules or ions with the total composition C2H8N2O3P at a distorted geometry.

Results
Spin multiplicity: 3
Charge: -1
DFT total energy in eV: -20614.583
Relative energy (zero: lowest compared OMol25 entry of this formula, charge and spin) in kcal per mole: 30.61

```
16
Properties=species:S:1:pos:R:3:mulliken_spin:R:1
C -0.636 -0.506 -1.141 0.1210
C -0.973 -0.004 0.301 0.6346
N -1.129 1.189 0.700 0.7329
N 1.937 0.229 0.171 0.0101
O -2.183 -1.707 2.024 0.1474
O 0.134 -2.424 1.127 0.0979
O 0.002 -0.683 2.922 0.0229
P -0.812 -1.349 1.618 0.0530
H 0.123 -1.270 -0.975 -0.0016
H -0.138 0.256 -1.686 -0.0021
H -1.419 -1.050 -1.783 0.0387
H -0.738 -0.433 3.505 0.0007
H -1.083 1.849 -0.186 0.1225
H 1.122 0.042 0.706 0.0167
H 2.259 -0.693 -0.161 -0.0001
H 2.703 0.615 0.661 0.0057
```